1.
Computed, not measured: a single C4H8N2O molecule, with ωB97M-V with the def2-TZVPD basis set.

ORCA input file:
```
! wB97M-V def2-TZVPD RIJCOSX def2/J DEFGRID3
* xyz 0 1
H 1.81 -1.88 1.01
H 1.95 0.62 0.42
H -1.09 2.22 -1.08
H -1.64 2.66 0.54
N 1.00 0.99 0.39
H 2.44 -1.25 -0.53
N 0.35 -1.19 -0.35
H -2.77 1.83 -0.55
O -1.99 -0.13 1.01
C -1.72 1.90 -0.24
C -1.29 0.56 0.30
C 1.62 -1.82 -0.07
H -0.46 -1.79 -0.43
C 0.14 0.11 0.06
H 1.64 -2.83 -0.49
*
```

Its structure (SMILES) is [H]/N=C(\NC)C(C)=O. Its HOMO-LUMO gap is 10.26 eV. The value obtained for the total energy is -9305.0631 eV. The energy above the lowest of the compared OMol25 structures with the same formula, charge and spin comes out at 128.34 kJ/mol.

2.
Computed, not measured: C15H27ClIOP2Pb as an isolated structure, with ωB97M-V with the def2-TZVPD basis set.

ORCA input file:
```
! wB97M-V def2-TZVPD RIJCOSX def2/J DEFGRID3
* xyz 3 1
H -0.94 1.15 1.35
H 4.88 -1.13 -0.70
H -4.51 -1.76 -1.74
H -5.91 -1.92 0.33
H -0.93 1.07 -0.56
C -3.23 -0.23 1.62
C 1.05 -0.52 3.60
C -4.46 -0.88 1.58
H 5.65 -0.29 0.67
I 3.33 1.18 0.60
C -0.74 -2.48 2.58
C -0.93 1.51 -3.66
Cl -2.70 0.42 3.12
H -0.85 2.13 -4.57
H 5.61 0.49 -0.87
H 0.12 3.81 -1.91
H 0.15 0.10 3.81
H -1.07 -3.05 1.70
P 0.76 -1.54 2.10
H 2.01 -3.47 1.40
H 3.07 -2.26 2.17
C 1.92 1.09 -3.89
C 0.90 3.35 -2.54
H -5.04 -0.99 2.51
H 2.01 -3.28 3.18
H -1.55 -1.79 2.88
H 1.83 1.71 -4.80
H 2.91 1.24 -3.45
H -1.16 0.47 -3.95
H 1.25 -1.20 4.46
H -1.76 1.89 -3.04
H 0.87 3.81 -3.55
H 1.89 3.54 -2.08
C -2.92 -0.71 -0.75
O 0.74 3.30 1.58
H 1.92 0.14 3.44
C 5.03 -0.17 -0.22
C -4.93 -1.43 0.38
C 0.65 2.80 0.55
C -2.44 -0.08 0.43
H 1.81 0.03 -4.16
C -1.17 0.60 0.43
Pb 1.13 -0.33 -0.50
C -4.17 -1.32 -0.79
C 2.09 -2.75 2.23
H -0.50 -3.16 3.41
H -2.28 -0.66 -1.65
P 0.62 1.56 -2.70
*
```

Its HOMO-LUMO gap (spin up / spin down) is 5.93 / 3.44 eV. The value obtained for the total energy is -62458.4559 eV. The energy above the lowest of the compared OMol25 structures with the same formula, charge and spin comes out at 13.86 kJ/mol.

3.
Computed, not measured: a 18-piece molecular cluster, C2H39O18 overall, with ωB97M-V with the def2-TZVPD basis set.

ORCA input file:
```
! wB97M-V def2-TZVPD RIJCOSX def2/J DEFGRID3
* xyz -1 1
H -3.54 1.87 -0.61
H -2.19 1.18 -0.31
O -1.72 2.04 3.38
O 2.43 -2.92 0.76
H -0.08 -0.12 -1.35
H 1.76 -0.82 2.55
H -3.48 -1.04 -1.02
H -2.28 -0.72 -0.13
H -1.89 -1.65 -2.27
O -1.72 3.78 0.57
H -1.49 3.37 1.37
O -1.59 0.40 0.94
H -0.11 -1.38 -0.08
H 0.48 -1.50 -4.67
H 3.12 -2.67 1.41
O -3.88 0.44 2.25
C 0.20 -0.34 -0.29
H 3.16 -1.21 -1.87
H -1.25 2.84 3.50
H 1.32 -0.35 -0.54
H -0.86 -1.37 -3.47
H 0.29 0.38 1.69
H 3.12 -2.21 -3.04
O -1.15 -3.39 0.83
H 0.83 2.84 -1.18
O -1.52 -1.98 -3.11
H -2.99 0.40 1.81
H 1.24 -2.87 -2.06
H 1.36 -0.68 -3.80
H 3.18 0.87 -1.23
H -2.13 3.17 -0.11
H 0.45 4.09 0.51
O -1.28 -1.44 2.93
H -0.08 1.62 0.59
H -1.37 -2.72 1.48
H 3.84 0.34 2.59
H -0.51 -2.90 0.33
H -0.17 -2.77 -2.53
H 0.91 -0.80 3.86
O -2.71 1.75 -0.96
O 0.56 -0.60 -4.27
H -1.38 1.57 2.61
O 2.74 1.62 -1.64
H 2.04 3.95 0.75
O 0.42 -3.28 -1.92
H -4.40 -0.34 2.20
H 2.84 1.10 1.87
O 0.22 2.85 -1.90
H -1.20 -0.72 2.30
O 1.32 4.35 0.20
O -2.69 -1.43 -0.61
H 2.60 1.39 -2.57
H 2.43 -2.27 0.07
H 0.24 2.09 -2.45
H -0.32 -1.57 3.11
O 1.33 -1.34 3.21
O 3.20 0.23 1.92
O 2.58 -1.74 -2.40
C -0.22 0.60 0.78
*
```

Its HOMO-LUMO gap is 7.49 eV. The value obtained for the total energy is -39562.7887 eV. The energy above the lowest of the compared OMol25 structures with the same formula, charge and spin comes out at 278.26 kJ/mol.

4.
Computed, not measured: C39H67BrN4RuSSi as an isolated structure, with ωB97M-V with the def2-TZVPD basis set.

ORCA input file:
```
! wB97M-V def2-TZVPD RIJCOSX def2/J DEFGRID3
* xyz 1 2
H -3.34 -2.30 1.81
C 3.73 4.57 1.64
N -0.42 -2.55 0.70
C 1.89 -1.60 4.93
H -3.25 -0.18 -2.18
C 0.13 -3.47 1.38
C -0.09 3.05 -5.22
H -0.10 3.94 -0.97
H -0.18 1.27 4.66
H -2.69 -0.89 0.99
H -0.98 -0.09 5.46
C 0.53 2.49 -3.92
C 4.29 -0.90 4.57
H -1.76 1.50 5.43
H 3.63 5.51 2.16
C -1.73 -4.16 -2.36
Ru 0.15 -0.51 1.29
H -1.36 -4.96 0.98
C -2.98 1.06 -4.63
C -1.87 0.36 -3.81
Si -0.85 1.67 -2.89
C 1.39 -3.14 2.12
C -2.39 4.02 -2.64
H -4.32 -1.47 0.59
H 4.02 2.54 0.28
C 4.02 -1.11 1.81
H -2.73 1.27 -0.55
H -0.44 2.25 -5.88
H 0.88 -3.83 -2.68
H -1.19 2.21 2.48
C 2.50 2.43 1.66
H 0.48 4.45 -2.92
H -2.75 2.42 3.28
C -1.87 0.45 3.55
H 0.98 -1.21 4.46
H 4.61 -0.65 -0.22
H 0.98 -4.82 -1.23
H 4.39 -0.81 5.64
H -3.04 -1.40 -3.44
C -1.36 -2.95 -0.31
C -2.73 -2.65 -0.24
H -3.04 4.65 -2.02
H -0.59 0.14 -5.59
H 1.32 0.72 -4.96
C 5.36 -0.59 3.74
Br 0.37 0.45 -1.29
H -2.98 3.67 -3.49
H -1.02 -1.54 3.34
H 6.30 -0.26 4.17
H 3.08 -3.87 3.21
H -1.60 -1.25 -5.22
H -3.78 -4.39 -2.96
H 1.22 -3.08 -1.12
H -2.58 1.77 -5.36
H 1.97 4.08 -3.79
C 3.85 -1.22 0.31
H 3.55 4.74 0.58
H 2.23 3.87 2.99
H 1.59 -4.78 3.50
H 2.86 -0.87 0.00
C -2.52 -0.64 -2.85
H -0.52 -5.13 2.53
C -3.58 -3.20 -1.19
H 0.68 3.61 -5.76
C -3.05 2.14 -1.14
H -1.33 -4.72 -3.20
H -0.16 -0.93 -4.24
C -1.85 2.86 -1.78
C -3.23 -0.17 3.93
H -3.68 1.59 -3.99
H 4.75 4.21 1.77
C 0.64 -3.86 -1.61
H 1.65 3.31 -2.23
C 5.21 -0.67 2.37
H 2.45 2.06 -4.81
C 1.18 3.65 -3.16
H 2.46 -4.98 1.98
H 6.04 -0.41 1.72
C 1.66 1.51 -4.29
H -3.78 1.81 -1.88
H -1.59 4.66 -3.03
C 3.08 -1.34 4.04
C -0.99 -0.46 -4.77
C 2.98 -1.47 2.66
H -3.82 0.54 4.51
C -1.14 0.81 4.86
H 2.01 -1.10 5.89
H -2.64 1.47 1.79
H -3.54 0.30 -5.17
H 3.06 1.11 0.25
H -0.92 3.73 -5.03
N 3.18 2.06 0.56
C -2.12 1.71 2.72
H -3.81 -0.44 3.04
H -3.09 -1.07 4.53
C -0.40 -4.87 1.48
C -3.30 -1.78 0.85
C -3.09 -3.97 -2.24
H 3.92 -2.25 -0.02
H 1.74 -2.66 5.12
C -1.01 3.43 -0.63
H -4.64 -3.01 -1.10
C -0.85 -3.66 -1.41
H 0.29 -5.60 1.04
H -1.77 -1.16 -2.24
H -3.55 2.83 -0.46
C 2.18 -4.25 2.75
H 2.10 1.04 -3.41
N 2.75 3.63 2.17
S 1.33 1.44 2.40
C -1.09 -0.58 2.80
N 1.77 -1.94 2.06
H -0.72 2.66 0.08
H -1.62 4.17 -0.09
*
```

Its HOMO-LUMO gap (spin up / spin down) is 6.41 / 6.89 eV. The value obtained for the total energy is -138825.0560 eV. The energy above the lowest of the compared OMol25 structures with the same formula, charge and spin comes out at 87.47 kJ/mol.

5.
Computed, not measured: C21H27Cl3N3O8RuSSi as an isolated structure, with ωB97M-V with the def2-TZVPD basis set.

ORCA input file:
```
! wB97M-V def2-TZVPD RIJCOSX def2/J DEFGRID3
* xyz -1 1
O -3.49 5.15 1.99
C 4.21 -0.93 -1.66
H 5.18 -1.43 -1.65
C 0.38 4.57 -1.43
N -0.32 -2.35 1.11
H -2.39 2.05 -0.90
C -1.46 4.25 0.63
Si 0.04 -1.21 -3.13
Cl -0.85 0.66 -3.61
H -3.80 0.96 -0.90
N -3.66 2.79 1.38
H 2.89 -2.48 1.14
H 4.03 -3.71 -1.31
H 1.59 3.18 -0.34
H 4.59 -2.29 0.66
C 3.18 -1.76 -0.90
C -0.26 3.56 0.67
C 0.65 3.72 -0.36
H -4.37 3.13 0.74
H 3.91 -0.79 -2.69
O -0.65 -5.68 -0.11
H 1.39 5.77 -2.90
O -1.76 -6.30 2.11
H 1.10 4.09 -3.38
C 1.37 4.74 -2.55
C -1.64 -5.28 2.92
C -0.64 -3.68 1.09
C -1.77 5.09 -0.43
C -0.53 -1.89 2.33
C -0.19 -0.53 2.81
H -3.77 0.71 1.47
C 3.09 -3.17 -1.49
C -3.09 1.47 1.07
H 2.27 -3.73 -1.04
O -1.94 -5.29 4.09
H 2.92 -3.13 -2.56
H -1.29 -2.86 4.06
N -1.03 -2.89 3.08
C -0.84 5.25 -1.45
C -0.40 -4.47 -0.14
S -2.67 3.98 1.89
O -2.31 -1.12 -0.84
Ru 0.15 -1.64 -0.83
C -1.12 -4.03 2.32
H 1.97 0.04 -0.72
O -0.67 0.30 -0.40
O -1.97 3.47 3.04
C 1.84 -1.05 -0.87
H -0.90 -0.17 3.56
H -1.50 -6.06 1.15
H 4.33 0.06 -1.20
H 3.61 -0.86 1.05
C -2.85 1.19 -0.41
Cl -1.17 -2.53 -4.19
H 2.37 4.46 -2.23
H -0.04 2.91 1.51
Cl 1.76 -1.13 -4.35
H -0.18 0.15 1.96
H -1.06 5.92 -2.27
H 0.80 -0.53 3.26
H -2.70 5.63 -0.44
H -2.17 1.40 1.64
C 3.59 -1.85 0.58
C -1.90 0.02 -0.57
O 0.12 -3.83 -1.10
*
```

Its HOMO-LUMO gap is 7.77 eV. The value obtained for the total energy is -101937.9476 eV. The energy above the lowest of the compared OMol25 structures with the same formula, charge and spin comes out at 10.89 kJ/mol.

6.
Computed, not measured: a 9-piece molecular cluster, C9H36O9 overall, with ωB97M-V with the def2-TZVPD basis set.

ORCA input file:
```
! wB97M-V def2-TZVPD RIJCOSX def2/J DEFGRID3
* xyz 0 1
H -28.55 -2.74 -5.85
O -25.46 -3.97 -3.44
H -30.06 -4.86 -2.21
O -34.96 -6.93 2.14
C -35.32 -6.90 0.79
C -26.78 -4.44 0.95
C -35.61 -2.35 -2.32
H -34.88 -0.90 -1.33
H -29.07 -5.03 -5.66
H -25.79 -4.78 0.63
H -26.00 -5.86 -2.81
H -24.26 -5.63 -3.20
H -30.11 -4.70 -7.07
H -26.71 -4.10 1.99
H -28.32 -4.60 -7.15
H -33.78 0.57 -7.47
O -30.52 -0.78 4.06
C -31.06 -4.49 -1.97
H -31.98 -2.88 -1.43
H -32.19 -1.44 -6.50
H -27.46 -5.29 0.85
O -33.04 -1.16 -6.83
H -30.44 -8.08 1.90
H -34.58 -7.41 0.19
C -25.28 -5.35 -3.46
O -29.37 -3.02 -6.28
H -30.80 -1.06 2.10
H -28.21 -3.40 0.21
H -29.43 -6.98 3.60
H -33.29 0.67 -5.71
H -32.25 -0.75 2.95
C -30.47 -7.31 3.67
H -31.49 -2.35 3.14
C -31.31 -1.28 3.05
H -36.67 -2.25 -2.11
C -33.07 0.25 -6.70
O -34.78 -1.85 -1.32
H -31.57 -5.21 -1.33
H -35.50 -5.93 0.32
O -27.26 -3.39 0.09
H -36.26 -7.46 0.79
H -31.01 -6.53 4.20
H -35.36 -1.77 -3.21
H -30.51 -8.23 4.26
H -25.60 -5.67 -4.45
H -35.34 -3.37 -2.61
O -31.07 -3.18 -1.47
H -34.01 -7.02 2.05
H -30.20 0.12 3.92
O -30.94 -7.38 2.34
C -29.21 -4.40 -6.54
H -25.91 -3.70 -2.63
H -32.10 0.60 -7.05
H -31.54 -4.46 -2.94
*
```

Its structure (SMILES) is CO.CO.CO.CO.CO.CO.CO.CO.CO. Its HOMO-LUMO gap is 10.43 eV. The value obtained for the total energy is -28339.0264 eV. The energy above the lowest of the compared OMol25 structures with the same formula, charge and spin comes out at 605.89 kJ/mol.